[1]
{"formula": "C13H27Cl2PSc", "method": "ωB97M-V with the def2-TZVPD basis set", "symbols": ["Sc", "Cl", "Cl", "C", "H", "H", "C", "C", "H", "C", "H", "C", "H", "H", "C", "H", "H", "C", "H", "H", "H", "H", "C", "C", "P", "C", "C", "C", "C", "H", "H", "H", "H", "H", "H", "H", "H", "H", "H", "H", "H", "H", "H", "H"], "xyz": [[-0.82896, -0.78732, -1.61270], [1.29854, -0.05527, -2.32526], [-2.80674, 0.28524, -1.00345], [-1.50728, -1.74881, -3.10781], [-2.60663, -2.06319, -3.16017], [-0.88086, -2.28403, -3.92916], [-0.70858, -2.35770, 0.18146], [-0.72847, -2.73554, -1.08979], [-1.39235, -1.58420, 0.64058], [0.53938, -3.46590, -1.74984], [-1.70438, -3.25316, -1.53965], [1.09928, -4.51337, -0.78686], [0.14520, -3.94155, -2.65887], [1.28189, -2.74547, -2.10652], [1.44538, -3.77709, 0.56851], [0.33959, -5.27491, -0.55250], [1.93695, -5.09205, -1.19027], [0.32532, -2.85156, 1.22011], [1.71542, -4.52911, 1.31486], [2.35190, -3.17592, 0.28236], [-0.20212, -3.48525, 2.00883], [0.82110, -1.96765, 1.70809], [-1.21507, 3.54056, -1.37145], [0.03908, 3.19098, -0.58112], [-0.05266, 1.57264, 0.32079], [1.58933, 1.53898, 1.16928], [2.10995, 2.81966, 1.81115], [-1.20867, 1.95002, 1.72386], [-1.28480, 3.36677, 2.27455], [-1.38984, 2.79999, -2.15833], [-1.09239, 4.52287, -1.84541], [-2.11063, 3.58393, -0.74166], [0.88405, 3.07100, -1.27491], [0.28781, 3.99397, 0.12590], [1.52357, 0.73895, 1.92062], [2.28106, 1.19162, 0.38862], [1.57333, 3.07953, 2.72691], [3.15860, 2.68460, 2.09513], [2.07757, 3.67522, 1.13325], [-2.18661, 1.63397, 1.33228], [-0.94174, 1.24853, 2.52762], [-1.45273, 4.11664, 1.49693], [-2.12879, 3.43527, 2.97048], [-0.39400, 3.64808, 2.84358]], "forces_ev_per_a": [[1.67, 5.76, 2.20], [1.12, 0.48, -0.42], [-1.51, 0.68, 0.34], [-1.30, -2.46, -4.70], [1.34, 0.21, -0.09], [-1.16, 0.74, 1.12], [0.98, 2.06, 4.85], [-1.67, -7.72, -4.34], [-0.05, -1.26, -0.58], [-1.61, -0.31, 0.33], [1.82, 0.75, 1.31], [-0.83, 0.67, 1.30], [0.15, 0.06, 0.22], [0.09, -0.05, 0.41], [0.50, 0.37, -0.75], [-0.15, 0.22, -0.26], [0.26, 0.40, 0.15], [0.57, -0.23, -0.93], [0.31, 0.13, -0.03], [-0.72, -0.29, 0.71], [0.46, 0.92, -0.82], [-0.38, -0.95, -0.10], [-0.06, 0.05, -0.18], [0.28, -0.14, 0.17], [-0.06, -0.05, 0.21], [-0.02, 0.04, -0.22], [0.42, -0.03, 0.21], [-0.05, -0.14, -0.29], [-0.23, 0.12, 0.37], [-0.09, 0.11, 0.17], [-0.05, -0.13, 0.03], [0.12, -0.10, -0.09], [-0.10, 0.08, 0.16], [-0.03, -0.11, -0.22], [0.05, 0.08, -0.20], [-0.06, 0.02, 0.19], [-0.02, -0.02, -0.16], [0.00, 0.05, 0.02], [-0.04, -0.09, 0.06], [0.16, 0.08, 0.21], [-0.11, 0.04, -0.16], [0.05, -0.10, 0.05], [0.03, 0.07, -0.04], [-0.09, 0.01, -0.20]], "lowdin_charge": [-0.05, -0.05, -0.01, -0.26, -0.01, 0.00, -0.25, -0.45, 0.08, -0.21, 0.12, -0.21, 0.09, 0.05, -0.19, 0.10, 0.09, -0.18, 0.08, 0.11, 0.11, 0.09, -0.18, -0.43, 0.86, -0.42, -0.16, -0.42, -0.16, 0.05, 0.06, 0.06, 0.07, 0.05, 0.07, 0.05, 0.05, 0.06, 0.05, 0.02, 0.07, 0.05, 0.06, 0.05], "charge": -1, "e_lumo_ev": [3.0, 3.0], "homo_ev": [-3.1, -2.7], "multiplicity": 1, "homo_lumo_gap_ev": [6.17, 5.72]}


[2]
{"formula": "C13H27FO9S2", "method": "ωB97M-V with the def2-TZVPD basis set", "symbols": ["C", "C", "C", "C", "C", "F", "C", "O", "C", "O", "O", "H", "H", "H", "H", "H", "H", "H", "H", "H", "H", "H", "C", "C", "O", "S", "C", "O", "O", "H", "H", "H", "H", "H", "H", "H", "H", "C", "C", "O", "S", "C", "O", "O", "H", "H", "H", "H", "H", "H", "H", "H"], "xyz": [[-0.60303, 0.43715, -0.62732], [0.01482, 1.81421, -0.68320], [-0.91903, 3.01515, -0.81023], [-2.16389, 3.02435, 0.08036], [-3.38590, 2.30869, -0.45343], [-3.37570, 0.95251, -0.15575], [1.15031, 2.00355, 0.33900], [2.36046, 2.04389, -0.43619], [2.02132, 2.28758, -1.72767], [2.72497, 2.80206, -2.56968], [0.77604, 1.80847, -1.94191], [-1.20859, 0.27467, -1.51020], [0.20964, -0.28284, -0.65001], [-1.18016, 0.26990, 0.27228], [-1.16312, 3.14141, -1.85795], [-0.32698, 3.88581, -0.53188], [-2.46790, 4.06380, 0.18441], [-1.94374, 2.68309, 1.08815], [-3.50832, 2.44521, -1.52428], [-4.27047, 2.72216, 0.02693], [1.09814, 2.95024, 0.86590], [1.27603, 1.18676, 1.03700], [-3.49403, -1.93655, 0.98975], [-4.88186, -2.52728, 0.85734], [-5.42200, -2.96521, 2.12354], [-5.97054, -1.84792, 3.11365], [-6.83483, -2.92310, 4.20575], [-6.90070, -1.02360, 2.40491], [-4.87393, -1.25142, 3.81077], [-3.51517, -1.00109, 1.54454], [-3.08063, -1.73452, 0.00204], [-2.83349, -2.62334, 1.52000], [-5.57262, -1.82246, 0.39249], [-4.85859, -3.42160, 0.23812], [-7.64692, -3.39683, 3.66233], [-7.22293, -2.30810, 5.01407], [-6.13733, -3.65998, 4.59374], [4.84914, 0.15257, -3.01217], [5.03580, 0.10965, -1.50974], [5.81635, -1.02980, -1.07429], [7.39103, -0.96886, -1.27539], [7.79878, -2.33175, -0.23870], [7.88340, 0.24310, -0.69595], [7.71351, -1.29839, -2.62839], [5.79304, 0.33936, -3.52242], [4.15715, 0.94726, -3.27892], [4.46023, -0.79874, -3.37700], [5.49163, 1.02703, -1.13583], [4.07731, -0.00396, -1.00879], [7.52477, -2.08965, 0.78382], [8.87237, -2.48266, -0.32140], [7.26614, -3.21001, -0.59221]], "forces_ev_per_a": [[0.27, 0.05, 0.09], [0.50, -0.45, -0.85], [0.12, -0.08, 0.77], [0.04, 0.11, -0.48], [-0.25, 0.37, 0.48], [-0.04, -0.15, -0.18], [0.48, -0.07, 0.00], [0.02, 0.66, -0.35], [0.58, 0.21, -1.14], [-0.96, -1.05, 1.48], [0.20, 0.77, -0.01], [-0.29, -0.04, -0.04], [0.12, -0.16, 0.01], [-0.19, 0.05, 0.10], [-0.26, -0.10, -0.20], [0.10, 0.19, -0.14], [-0.04, 0.18, 0.04], [0.01, -0.15, 0.19], [0.14, -0.17, -0.24], [-0.14, -0.05, 0.08], [-0.23, 0.09, 0.22], [-0.26, -0.16, 0.19], [0.03, 0.02, 0.25], [0.22, 0.16, -0.46], [-0.06, -0.02, 0.15], [0.01, -0.35, -0.06], [-0.02, -0.04, 0.00], [0.02, 0.16, -0.01], [-0.01, 0.13, 0.03], [-0.02, 0.02, -0.02], [-0.05, -0.03, -0.04], [-0.01, -0.05, -0.06], [-0.05, 0.02, 0.12], [-0.07, -0.10, 0.13], [0.00, 0.00, -0.02], [0.01, 0.05, -0.01], [0.02, 0.01, 0.00], [0.24, -0.19, -0.07], [-0.29, 0.42, -0.23], [0.12, -0.13, 0.03], [-0.28, -0.16, 0.16], [-0.01, -0.03, 0.04], [0.09, 0.10, -0.08], [0.11, 0.06, -0.05], [0.01, 0.01, 0.02], [-0.06, 0.06, 0.07], [-0.05, 0.00, 0.02], [0.10, -0.07, 0.02], [0.05, -0.14, 0.10], [-0.01, 0.01, 0.00], [0.02, 0.04, -0.03], [0.00, 0.00, -0.02]], "lowdin_charge": [0.00, -0.42, -0.11, -0.15, -0.19, -0.07, -0.05, 0.05, -0.53, 0.14, 0.07, 0.10, 0.10, 0.08, 0.13, 0.12, 0.12, 0.13, 0.12, 0.12, 0.13, 0.14, -0.08, -0.24, -0.26, 0.56, -0.12, -0.28, -0.28, 0.06, 0.07, 0.09, 0.12, 0.12, 0.07, 0.08, 0.08, -0.06, -0.24, -0.27, 0.56, -0.13, -0.27, -0.27, 0.08, 0.06, 0.09, 0.12, 0.11, 0.07, 0.08, 0.07], "charge": 0, "smiles": "C[C@@]1(CCCF)COC(=O)O1.CCOS(C)(=O)=O.CCOS(C)(=O)=O", "e_lumo_ev": 0.4, "homo_ev": -10.6, "multiplicity": 1, "homo_lumo_gap_ev": 11.04}


[3]
{"formula": "C13H27KO10", "method": "ωB97M-V with the def2-TZVPD basis set", "symbols": ["K", "C", "O", "H", "H", "H", "C", "C", "O", "C", "O", "O", "C", "H", "H", "H", "H", "H", "H", "H", "H", "C", "C", "O", "C", "O", "O", "C", "H", "H", "H", "H", "H", "H", "H", "H", "C", "C", "O", "C", "O", "O", "C", "H", "H", "H", "H", "H", "H", "H", "H"], "xyz": [[29.06904, -13.17677, 19.90357], [30.38732, -11.48113, 23.31961], [29.73154, -11.88912, 22.17520], [29.70393, -11.03702, 24.06768], [30.90209, -12.33814, 23.78788], [31.14505, -10.68676, 23.16188], [22.24777, -15.59746, 22.14505], [23.23162, -14.47332, 22.28887], [24.36735, -14.63080, 21.45148], [25.38706, -13.81506, 21.47041], [26.38497, -13.96890, 20.83862], [25.17037, -12.78256, 22.29912], [26.33266, -12.05612, 22.74007], [22.71982, -16.54554, 22.41636], [21.93069, -15.66980, 21.10374], [21.41176, -15.42469, 22.81629], [23.52620, -14.36199, 23.33507], [22.73315, -13.54990, 21.96914], [26.62975, -12.53570, 23.67495], [26.04556, -11.02518, 22.92723], [27.17873, -12.06808, 22.05341], [30.08618, -18.05706, 27.24972], [28.75918, -18.32776, 26.57828], [28.76088, -17.93098, 25.20222], [28.67668, -16.66916, 24.87542], [28.55807, -15.74440, 25.63206], [28.68867, -16.56427, 23.56169], [28.65806, -15.23225, 23.05064], [30.13904, -18.55952, 28.21645], [30.27407, -16.98781, 27.35188], [30.93936, -18.45063, 26.69123], [27.94910, -17.77367, 27.04992], [28.62826, -19.40619, 26.55160], [28.59890, -15.19949, 21.96682], [29.54266, -14.70366, 23.40030], [27.77368, -14.71724, 23.42537], [31.98484, -9.13071, 20.29288], [31.55628, -10.45470, 19.70581], [32.14889, -10.66215, 18.41857], [31.78048, -11.74061, 17.76609], [31.12858, -12.63724, 18.23557], [32.27349, -11.65111, 16.54303], [32.17009, -12.73281, 15.62466], [31.59326, -8.28285, 19.72493], [33.07357, -9.11619, 20.33057], [31.53756, -8.99666, 21.27621], [30.46825, -10.48082, 19.62104], [31.85460, -11.23246, 20.41074], [31.81002, -12.31500, 14.68893], [31.47520, -13.48755, 15.99318], [33.15464, -13.17624, 15.49394]], "forces_ev_per_a": [[0.15, 0.39, 0.87], [-0.46, -0.28, -0.53], [-0.23, -0.20, -0.84], [-0.02, -0.13, 0.19], [0.16, 0.17, 0.35], [0.18, -0.07, -0.13], [0.80, -0.64, -0.47], [-0.78, 1.36, 0.56], [-0.17, -1.59, -0.86], [-0.56, 1.45, 1.51], [1.13, -0.53, -1.08], [-0.01, -0.04, -0.27], [0.32, -0.02, 0.44], [-0.12, 0.01, 0.01], [-0.26, -0.05, 0.13], [-0.14, 0.06, -0.10], [0.20, 0.05, -0.16], [0.13, 0.01, 0.29], [0.21, 0.27, -0.04], [-0.20, -0.09, -0.02], [-0.15, -0.13, 0.00], [0.58, 0.30, -0.01], [0.50, 0.44, -0.02], [0.36, -1.54, -0.52], [-0.39, 0.84, 0.30], [0.03, 0.39, 0.61], [0.08, -0.50, -1.33], [-0.05, 0.81, 0.71], [-0.22, 0.22, 0.13], [-0.15, -0.04, 0.23], [-0.26, -0.15, -0.27], [-0.07, -0.35, 0.30], [-0.55, 0.07, -0.05], [0.11, -0.72, 0.05], [-0.07, 0.21, -0.14], [0.09, 0.04, 0.08], [-0.16, 0.22, -0.58], [-0.56, 0.01, 1.17], [0.20, 0.65, -0.12], [0.55, 0.47, 0.17], [-0.68, -0.81, -0.15], [0.25, 0.23, -0.25], [-0.33, -0.32, 0.22], [0.33, -0.08, -0.29], [-0.04, 0.33, 0.19], [0.23, -0.41, 0.18], [0.05, -0.14, -0.08], [-0.12, -0.25, -0.28], [0.05, -0.05, -0.05], [0.02, 0.05, -0.03], [0.02, 0.04, -0.03]], "lowdin_charge": [0.86, -0.39, -0.52, 0.05, 0.04, 0.03, -0.06, -0.23, 0.07, -0.62, 0.07, -0.02, -0.01, 0.08, 0.08, 0.08, 0.13, 0.13, 0.10, 0.10, 0.06, -0.07, -0.20, 0.04, -0.65, 0.13, 0.02, -0.02, 0.08, 0.08, 0.08, 0.13, 0.12, 0.07, 0.10, 0.09, -0.05, -0.22, 0.06, -0.61, 0.02, 0.02, -0.02, 0.08, 0.08, 0.08, 0.11, 0.12, 0.10, 0.09, 0.10], "charge": 0, "e_lumo_ev": -0.1, "homo_ev": -6.4, "multiplicity": 1, "homo_lumo_gap_ev": 6.36}


[4]
{"formula": "C13H27MgN3O6S3", "method": "ωB97M-V with the def2-TZVPD basis set", "symbols": ["Mg", "C", "O", "O", "O", "C", "C", "N", "H", "H", "H", "C", "C", "N", "H", "H", "H", "C", "C", "N", "H", "H", "H", "C", "S", "O", "C", "H", "H", "H", "H", "H", "H", "C", "S", "O", "C", "H", "H", "H", "H", "H", "H", "C", "S", "O", "C", "H", "H", "H", "H", "H", "H"], "xyz": [[30.15881, 37.77800, -7.28862], [31.37515, 36.44086, -8.48788], [32.05086, 37.48700, -8.07046], [30.86725, 35.92552, -7.41694], [30.39582, 37.03832, -9.13949], [32.37749, 33.15643, -6.09657], [33.12653, 31.95457, -6.51219], [33.65498, 30.99485, -6.84993], [32.78143, 34.04871, -6.56435], [32.48625, 33.23481, -5.01117], [31.30430, 33.01407, -6.19846], [32.14567, 40.55735, -10.24278], [33.58278, 40.33445, -10.50344], [34.70728, 40.23690, -10.71364], [32.14653, 41.44342, -9.60426], [31.76108, 39.72049, -9.65950], [31.54677, 40.76788, -11.12251], [34.44348, 36.95052, -10.73694], [34.67892, 37.34907, -12.13917], [34.86073, 37.58356, -13.24771], [34.42440, 35.86237, -10.76631], [33.45687, 37.35056, -10.51075], [35.22371, 37.40354, -10.13315], [33.35550, 37.63764, -5.53289], [31.82123, 38.00780, -4.69506], [30.66862, 38.30904, -5.62912], [31.55839, 36.37298, -4.06159], [33.63454, 38.30467, -6.34974], [33.28646, 36.68363, -6.05446], [34.22122, 37.66611, -4.86947], [30.57353, 36.22474, -3.61618], [32.26879, 36.28886, -3.23616], [31.65816, 35.55095, -4.76920], [31.38097, 37.07179, -12.34253], [29.84279, 37.54754, -13.21502], [30.13330, 38.43146, -14.37521], [29.28195, 38.61365, -11.89101], [31.12594, 36.20682, -11.73414], [31.91975, 37.87640, -11.84988], [32.02644, 36.72966, -13.15538], [28.25888, 38.94008, -12.08693], [29.99289, 39.43519, -11.85840], [29.17706, 38.11673, -10.92593], [27.12184, 35.63195, -4.70985], [27.36184, 36.12475, -6.48393], [28.45809, 37.11563, -6.68840], [27.96712, 34.58201, -7.21058], [26.35366, 34.86196, -4.63208], [26.79799, 36.45412, -4.07404], [28.02225, 35.21163, -4.25757], [28.22292, 34.67632, -8.26347], [27.18307, 33.85114, -7.01084], [28.90747, 34.28136, -6.74625]], "forces_ev_per_a": [[0.17, -1.17, -1.93], [-5.42, 8.65, 5.42], [6.60, 0.43, -0.80], [0.90, -6.85, 1.16], [-2.18, -2.30, -5.56], [0.45, -0.74, 0.90], [-0.63, 0.41, -0.05], [0.15, -0.03, 0.02], [-0.39, 0.05, -0.19], [0.35, 0.15, 0.00], [0.06, 0.16, -0.72], [0.90, 0.23, 0.76], [-0.57, 0.11, -0.49], [-0.06, -0.11, 0.17], [-0.34, 0.03, 0.01], [-0.10, -0.15, -0.18], [0.25, -0.17, -0.18], [-0.17, 0.47, -1.54], [0.27, -0.21, 0.13], [-0.04, 0.07, -0.01], [0.11, 0.00, 0.55], [0.10, -0.15, 0.65], [-0.13, -0.24, 0.30], [0.77, -0.41, -1.26], [0.16, 0.36, 0.55], [0.89, 0.76, 1.32], [-0.27, -0.85, 0.65], [-0.70, 0.45, 0.18], [-0.14, -0.07, 0.22], [-0.46, -0.09, 0.62], [-0.10, 0.68, -0.02], [0.15, -0.17, -0.13], [0.36, 0.39, -0.38], [0.00, -0.32, -1.47], [0.17, -0.27, 0.53], [0.17, -0.03, 0.33], [-0.88, 0.14, 0.33], [0.03, 0.29, 0.40], [-0.44, 0.12, 0.25], [0.02, -0.07, 0.01], [0.21, 0.34, -0.53], [-0.19, 0.14, 0.10], [0.72, -0.36, -0.06], [0.94, -0.26, -0.01], [-1.04, -0.56, -0.61], [-0.49, 0.41, 0.91], [0.29, -0.26, 0.98], [-0.09, 0.04, -0.54], [0.02, 0.37, -0.50], [0.17, 0.07, -0.25], [-0.49, 0.49, -0.05], [0.03, -0.09, -0.24], [-0.09, 0.12, 0.25]], "lowdin_charge": [0.64, -0.64, -0.18, -0.15, -0.17, -0.08, -0.27, 0.12, 0.07, 0.07, 0.07, -0.05, -0.26, 0.15, 0.08, 0.06, 0.07, -0.07, -0.32, 0.14, 0.09, 0.03, 0.08, -0.25, 0.98, -0.53, -0.24, 0.07, 0.05, 0.07, 0.06, 0.07, 0.04, -0.26, 0.82, -0.55, -0.28, 0.05, 0.03, 0.04, 0.05, 0.03, 0.03, -0.22, 0.95, -0.55, -0.22, 0.06, 0.05, 0.05, 0.07, 0.06, 0.05], "charge": 0, "e_lumo_ev": -0.6, "homo_ev": -7.8, "multiplicity": 1, "homo_lumo_gap_ev": 7.17}